No. 1
The following is a quantum chemistry calculation of an isolated molecule of C18H21ClN2O2, from the Open Molecules 2025 dataset.

Electronic energy = -1418.70099 Ha
M = 332.8 g/mol
Gap between HOMO and LUMO = 9.418 eV
Spin multiplicity = 1
Energy relative to the best compared isomer or geometry (same formula, charge and spin) = 68.6 kJ/mol

Geometry (Å):
C1 3.470 -1.461 -0.513
H1 2.828 -2.337 -0.382
O1 2.716 -0.274 -0.567
C2 1.968 0.074 0.515
C3 1.281 1.282 0.407
C4 0.473 1.742 1.434
C5 0.358 0.987 2.594
C6 1.049 -0.205 2.711
C7 1.849 -0.672 1.682
H2 2.371 -1.608 1.800
H3 0.963 -0.787 3.616
H4 -0.262 1.334 3.407
C8 -0.307 3.015 1.225
N1 -1.261 2.803 0.145
C9 -1.713 4.021 -0.489
H5 -2.276 4.678 0.191
H6 -0.852 4.570 -0.870
H7 -2.355 3.757 -1.329
C10 -2.365 1.930 0.508
C11 -2.591 0.827 -0.527
O2 -3.666 0.286 -0.689
N2 -1.470 0.507 -1.199
H8 -0.628 1.004 -0.942
C12 -1.367 -0.626 -2.079
C13 -0.640 -1.786 -1.443
C14 -0.752 -2.022 -0.078
C15 -0.119 -3.094 0.521
C16 0.649 -3.958 -0.241
C17 0.779 -3.743 -1.602
C18 0.138 -2.665 -2.191
Cl1 0.318 -2.442 -3.899
H9 1.374 -4.407 -2.210
H10 1.145 -4.800 0.218
H11 -0.228 -3.255 1.583
H12 -1.357 -1.354 0.516
H13 -0.863 -0.329 -3.003
H14 -2.392 -0.934 -2.319
H15 -2.139 1.415 1.448
H16 -3.307 2.475 0.652
H17 0.376 3.809 0.914
H18 -0.793 3.330 2.163
H19 1.404 1.862 -0.495
H20 3.978 -1.528 -1.473
H21 4.214 -1.426 0.289


No. 2
The following is a quantum chemistry calculation of an isolated molecule of C18H21ClN2O3S at a distorted geometry, from the Open Molecules 2025 dataset.

Electronic energy = -1892.14233 Ha
M = 380.9 g/mol
Gap between HOMO and LUMO = 9.448 eV
Spin multiplicity = 1
Energy relative to the best compared isomer or geometry (same formula, charge and spin) = 51.5 kJ/mol

Geometry (Å):
C1 -1.738 3.215 -2.145
H1 -1.707 2.777 -3.133
H2 -0.989 3.987 -2.033
H3 -2.725 3.603 -1.930
S1 -1.373 1.919 -0.938
O1 -1.279 2.538 0.357
O2 -2.321 0.860 -1.112
N1 0.140 1.432 -1.404
C2 0.215 0.294 -2.291
H4 -0.624 0.389 -2.985
C3 0.122 -1.069 -1.589
C4 0.035 -2.160 -2.616
C5 1.170 -2.849 -3.023
C6 1.087 -3.829 -3.996
C7 -0.134 -4.129 -4.577
C8 -1.271 -3.445 -4.179
C9 -1.186 -2.466 -3.206
H5 -2.071 -1.933 -2.889
H6 -2.225 -3.678 -4.627
H7 -0.200 -4.895 -5.336
H8 1.976 -4.361 -4.302
H9 2.123 -2.619 -2.568
H10 -0.775 -1.064 -0.967
H11 0.998 -1.217 -0.957
H12 1.148 0.361 -2.858
C10 1.275 1.756 -0.573
H13 2.165 1.848 -1.202
C11 1.566 0.723 0.528
O3 2.635 0.152 0.617
N2 0.521 0.516 1.340
H14 -0.302 1.100 1.242
C12 0.553 -0.417 2.447
C13 0.346 0.298 3.755
C14 1.395 0.476 4.647
C15 1.210 1.150 5.841
C16 -0.036 1.663 6.158
C17 -1.094 1.504 5.280
C18 -0.900 0.827 4.087
Cl1 -2.235 0.650 2.992
H15 -2.069 1.902 5.515
H16 -0.188 2.189 7.087
H17 2.038 1.277 6.522
H18 2.367 0.080 4.394
H19 1.530 -0.904 2.423
H20 -0.234 -1.168 2.305
H21 1.061 2.716 -0.100


No. 3
The following is a quantum chemistry calculation of an isolated molecule of C18H21ClN4O4 at a distorted geometry, from the Open Molecules 2025 dataset.

Electronic energy = -1678.74301 Ha
M = 392.8 g/mol
Gap between HOMO and LUMO = 8.271 eV
Spin multiplicity = 1
Energy relative to the best compared isomer or geometry (same formula, charge and spin) = 103.5 kJ/mol

Geometry (Å):
C1 -4.510 -3.616 -0.446
C2 -3.170 -3.164 0.122
C3 -3.130 -1.672 0.446
C4 -3.236 -0.799 -0.804
N1 -3.052 0.603 -0.477
C5 -1.801 1.101 -0.271
N2 -0.642 0.428 -0.361
C6 0.314 1.317 -0.095
N3 -0.198 2.545 0.177
C7 -1.565 2.428 0.069
C8 -2.631 3.359 0.277
O1 -2.568 4.525 0.614
N4 -3.856 2.736 0.044
C9 -4.141 1.427 -0.311
O2 -5.280 1.053 -0.465
H1 -4.676 3.321 0.164
C10 0.460 3.761 0.572
H2 0.872 4.280 -0.296
H3 1.259 3.544 1.281
H4 -0.282 4.411 1.034
C11 1.710 0.927 -0.082
C12 1.991 -0.428 0.136
C13 3.289 -0.885 0.156
C14 4.384 0.004 -0.048
C15 4.079 1.339 -0.285
C16 2.764 1.796 -0.304
H5 2.601 2.835 -0.533
Cl1 5.278 2.568 -0.588
O3 5.578 -0.623 0.019
C17 6.808 0.043 -0.158
H6 6.966 0.816 0.597
H7 7.562 -0.734 -0.038
H8 6.897 0.477 -1.157
O4 3.653 -2.174 0.364
C18 2.638 -3.131 0.557
H9 3.155 -4.080 0.688
H10 2.046 -2.914 1.452
H11 1.975 -3.194 -0.311
H12 1.155 -1.090 0.281
H13 -4.223 -0.889 -1.259
H14 -2.458 -1.075 -1.519
H15 -2.186 -1.438 0.943
H16 -3.947 -1.421 1.125
H17 -2.374 -3.398 -0.589
H18 -2.969 -3.720 1.040
H19 -5.320 -3.329 0.220
H20 -4.525 -4.697 -0.559
H21 -4.693 -3.171 -1.420


No. 4
The following is a quantum chemistry calculation of a structure of composition C18H21ClN5O10S2Sc, from the Open Molecules 2025 dataset.

Electronic energy = -3742.17099 Ha
M = 611.9 g/mol
Gap between HOMO and LUMO = 5.943 eV
Spin multiplicity = 1
Total charge = -2
Energy relative to the best compared isomer or geometry (same formula, charge and spin) = 12.7 kJ/mol

Geometry (Å):
Sc1 0.188 0.246 -0.112
N1 -0.797 -1.327 1.337
C1 -1.641 -0.870 2.458
C2 -3.060 -0.565 2.004
C3 -3.144 0.637 1.077
N2 -2.346 0.418 -0.128
H1 -1.328 -1.962 0.740
H2 -0.005 -1.813 1.747
H3 -1.188 0.026 2.889
H4 -1.664 -1.630 3.245
H5 -3.678 -0.378 2.887
H6 -3.475 -1.445 1.497
H7 -2.732 1.517 1.577
H8 -4.197 0.841 0.838
H9 -2.410 1.217 -0.748
H10 -2.684 -0.393 -0.639
O1 5.916 -1.332 -1.636
C4 5.440 -2.413 -1.066
O2 6.067 -3.456 -1.012
C5 4.079 -2.320 -0.477
C6 3.460 -3.344 0.200
N3 2.247 -2.898 0.566
N4 2.041 -1.630 0.192
C7 3.133 -1.265 -0.446
C8 3.172 0.142 -0.954
O3 4.223 0.540 -1.494
O4 2.134 0.816 -0.751
H11 5.244 -0.543 -1.588
H12 3.819 -4.330 0.441
H13 1.621 -3.310 1.239
S1 -0.237 2.588 0.804
C9 -1.188 3.426 -0.416
C10 -1.863 4.597 -0.051
C11 -2.604 5.339 -0.957
C12 -2.691 4.908 -2.274
C13 -2.041 3.746 -2.655
C14 -1.281 2.983 -1.757
S2 -0.509 1.513 -2.326
H14 -1.785 4.921 0.981
H15 -3.111 6.243 -0.635
H16 -3.267 5.470 -3.003
H17 -2.110 3.397 -3.679
O5 -2.274 -2.456 -0.959
C15 -1.386 -2.287 -1.804
C16 -1.487 -2.929 -3.184
C17 -0.222 -2.469 -3.882
C18 0.503 -1.661 -2.805
O6 1.610 -1.200 -2.963
N5 -0.272 -1.535 -1.666
H18 -2.406 -2.579 -3.655
H19 -1.564 -4.011 -3.068
H20 -0.409 -1.797 -4.720
H21 0.429 -3.271 -4.229
O7 1.351 -1.755 3.147
Cl1 1.867 -0.390 3.197
O8 3.288 -0.416 3.028
O9 1.502 0.200 4.455
O10 1.262 0.388 2.123


No. 5
The following is a quantum chemistry calculation of an isolated molecule of C18H21FN4OS at a distorted geometry, from the Open Molecules 2025 dataset.

Electronic energy = -1490.76505 Ha
M = 360.5 g/mol
Gap between HOMO and LUMO = 7.489 eV
Spin multiplicity = 1
Energy relative to the best compared isomer or geometry (same formula, charge and spin) = 163.9 kJ/mol

Geometry (Å):
F1 -4.312 4.533 -1.894
N1 -2.967 0.051 1.028
N2 -0.938 1.370 -0.889
O1 0.988 -2.857 2.908
S1 -1.813 -1.326 2.881
C1 -1.796 -0.332 1.469
C2 -0.111 0.633 -0.173
C3 -0.460 0.136 1.144
C4 0.400 -0.073 2.137
C5 -4.836 2.844 -0.343
C6 -4.442 1.757 0.400
C7 -2.595 2.977 -1.313
C8 -3.904 3.470 -1.160
C9 -3.167 1.185 0.256
C10 -2.222 1.798 -0.611
N3 1.166 0.412 -0.709
N4 2.245 -0.957 -3.034
C11 2.354 -1.706 -4.307
C12 2.019 -1.377 4.605
C13 -0.118 -0.766 3.379
C14 1.926 -0.838 -0.554
C15 1.624 1.203 -1.902
C16 1.914 -1.729 -1.821
C17 1.518 0.335 -3.167
C18 0.727 -1.929 3.955
H1 0.223 -2.993 2.342
H2 1.445 0.126 2.071
H3 -5.834 3.258 -0.222
H4 -5.179 1.273 1.077
H5 -1.851 3.437 -1.981
H6 3.188 -2.408 -4.294
H7 2.481 -0.988 -5.115
H8 1.390 -2.185 -4.539
H9 2.600 -2.148 5.142
H10 2.708 -0.936 3.864
H11 1.796 -0.588 5.301
H12 -0.287 -0.038 4.169
H13 2.953 -0.601 -0.324
H14 1.503 -1.454 0.290
H15 2.681 1.472 -1.751
H16 1.022 2.103 -2.105
H17 2.563 -2.596 -1.707
H18 0.913 -2.132 -1.969
H19 1.866 0.943 -4.000
H20 0.456 0.060 -3.296
H21 0.163 -2.420 4.763